(1)
40
Properties=species:S:1:pos:R:3:mulliken_charge:R:1 method="wB97M-V/def2-TZVPD" molar_mass_g_mol=389.0 total_charge=-2 spin_multiplicity=1 e_tot_ha=-3621.18564 homo_lumo_gap_ev=3.179 homo_energy_ev=-0.040
O 7.99 0.71 3.35 -0.6321
C 7.73 1.10 2.09 0.1467
O 8.46 2.20 1.46 -0.7123
Ga 6.21 0.20 0.95 0.2972
P 4.35 1.64 1.15 0.4402
O 2.99 0.65 1.67 -0.4863
O 4.65 2.81 2.43 -0.5898
S 3.85 2.52 -0.51 -0.5072
H 5.84 -1.27 1.51 -0.2621
H 6.78 0.09 -0.54 -0.2357
H 3.25 0.38 2.61 0.2748
H 5.42 2.52 3.00 0.3468
O -1.37 0.03 -4.30 -0.6494
C -1.18 0.73 -3.30 0.7524
O 0.02 0.69 -2.66 -0.3601
C 0.40 1.59 -1.61 -0.1097
C -0.10 1.10 -0.26 -0.7603
C -2.29 1.55 -2.71 -0.5836
H 0.09 2.62 -1.83 0.2697
H 1.50 1.60 -1.60 -0.0039
H -1.19 1.05 -0.23 0.2563
H 0.25 1.75 0.54 0.3586
H 0.27 0.08 -0.07 0.2121
H -2.91 0.91 -2.08 0.0030
H -2.89 1.95 -3.53 0.3033
H -1.95 2.41 -2.14 0.2926
O -4.63 -0.36 -1.51 -0.6112
C -4.52 -1.17 -0.59 0.8647
O -3.51 -1.06 0.29 -0.3511
C -3.39 -1.84 1.50 -0.4009
C -2.74 -3.18 1.23 -0.9783
C -5.45 -2.34 -0.49 -1.1340
H -4.36 -1.93 2.00 0.3367
H -2.75 -1.26 2.18 0.3399
H -3.34 -3.78 0.54 0.2702
H -2.60 -3.74 2.15 0.3657
H -1.76 -3.04 0.75 0.3112
H -5.10 -3.14 -1.16 0.2599
H -6.45 -2.02 -0.80 0.3166
H -5.56 -2.73 0.52 0.3493



(2)
76
Properties=species:S:1:pos:R:3:mulliken_charge:R:1 method="wB97M-V/def2-TZVPD" molar_mass_g_mol=834.8 total_charge=+3 spin_multiplicity=4 e_tot_ha=-2862.02036 homo_lumo_gap_ev="4.706 / 4.274" homo_energy_ev="-15.316 / -15.316"
Re 0.10 -0.21 -0.28 0.5413
C -3.13 -1.05 4.09 -1.1232
N -1.90 -0.88 3.27 0.8208
C -1.77 -0.24 2.13 -0.3821
N -0.55 -0.52 1.62 -0.1931
C 0.01 -1.37 2.55 -0.5112
N -0.79 -1.61 3.55 -0.8200
C -4.02 -2.10 3.47 1.0979
C -4.40 -3.23 4.17 -0.8206
C -5.23 -4.17 3.58 -0.8020
C -5.68 -4.00 2.28 -0.9156
C -5.30 -2.86 1.57 -0.3243
C -4.49 -1.91 2.17 0.2156
C -5.76 -2.65 0.19 0.6177
N -6.46 -3.41 -0.55 -0.4155
N -6.59 -2.74 -1.80 -0.3993
C -5.96 -1.64 -1.66 0.5753
O -5.38 -1.48 -0.43 -0.1827
C -5.74 -0.58 -2.67 -0.1885
C -6.38 -0.67 -3.90 -0.8581
C -6.15 0.29 -4.87 -0.7661
C -5.26 1.33 -4.62 -0.9853
C -4.62 1.42 -3.39 0.7585
C -3.67 2.58 -3.17 -0.9898
N -2.67 2.26 -2.12 0.7222
C -1.82 1.27 -2.11 -0.0204
N -1.15 1.28 -0.94 -0.0330
C -1.70 2.35 -0.27 -0.6106
N -2.63 2.95 -0.95 -0.8785
C -4.87 0.47 -2.41 0.0075
H -3.60 -0.07 4.15 0.2739
H -2.78 -1.34 5.08 0.4411
H -2.52 0.38 1.69 0.6620
H 1.01 -1.78 2.48 0.6423
H -4.05 -3.38 5.19 0.4442
H -5.53 -5.05 4.13 0.4394
H -6.32 -4.73 1.81 0.5881
H -4.25 -1.01 1.61 0.5464
H -7.06 -1.50 -4.08 0.5768
H -6.65 0.22 -5.82 0.4348
H -5.08 2.07 -5.39 0.5003
H -4.14 3.50 -2.84 0.3365
H -3.11 2.79 -4.08 0.5020
H -1.70 0.57 -2.93 0.5211
H -1.37 2.69 0.71 0.6138
H -4.41 0.54 -1.43 0.7692
C 1.49 4.82 3.03 -0.4826
C 2.65 4.91 2.27 -0.7517
C 2.98 3.87 1.42 -0.6717
C 2.12 2.74 1.30 0.7934
C 0.96 2.67 2.10 -0.0818
C 0.65 3.70 2.96 -0.5703
C 2.53 1.73 0.41 -0.6203
C 1.86 0.61 -0.09 0.5222
C 2.51 -0.41 -0.93 0.8090
C 3.47 -0.18 -1.92 -0.8439
C 3.97 -1.25 -2.63 -0.7244
C 3.48 -2.55 -2.42 -0.5803
C 2.50 -2.80 -1.49 -0.8492
C 2.03 -1.72 -0.73 0.2033
H 1.24 5.63 3.71 0.4190
H 3.29 5.77 2.35 0.4513
H 3.89 3.90 0.84 0.4318
H 0.35 1.78 2.09 0.7451
H -0.22 3.64 3.60 0.4738
H 3.55 1.83 0.04 0.5082
H 3.81 0.83 -2.13 0.5519
H 4.74 -1.09 -3.37 0.4536
H 3.90 -3.37 -2.99 0.4584
H 2.15 -3.80 -1.31 0.5414
H 1.40 -1.95 0.16 0.0980
Cl -1.76 -1.84 -1.06 -0.0434
C -1.64 -3.65 -1.72 -0.3670
Cl -3.21 -4.18 -2.08 0.0110
H -1.18 -4.19 -0.90 0.3235
H -1.01 -3.55 -2.60 0.3622